No. 1
DFT (ωB97M-V/def2-TZVPD) results for C41H36Cl3FeGeN4O2PS as an isolated structure.

Computed properties:
Spin multiplicity = 5
Frontier orbital gap (spin up / spin down) = 5.282 / 5.404 eV
HOMO (spin up / spin down) = -5.28 / -5.40 eV
DFT total energy = -7414.0854 Ha

```
90
C41H36Cl3FeGeN4O2PS (ωB97M-V/def2-TZVPD)
Fe 2.19 2.98 -0.92
O 0.11 -2.49 2.62
C 0.34 -3.26 1.54
O 1.36 -3.25 0.83
C -0.86 -4.11 1.31
C -1.51 -4.79 2.35
C -2.53 -5.69 2.07
C -3.03 -5.74 0.80
C -2.47 -5.00 -0.24
C -1.37 -4.19 0.01
P -1.01 -3.06 -1.29
C -2.41 -2.46 -2.23
C -2.88 -3.24 -3.30
C -4.03 -2.79 -3.94
C -4.75 -1.69 -3.52
C -4.35 -1.01 -2.35
C -3.25 -1.42 -1.64
C 0.06 -3.90 -2.46
C 0.08 -3.46 -3.82
C 0.71 -4.27 -4.79
C 1.05 -5.60 -4.45
C 0.88 -6.08 -3.15
C 0.50 -5.19 -2.19
H -1.26 -4.60 3.39
H -2.97 -6.26 2.88
H -3.95 -6.42 0.65
H -2.97 -5.22 -1.27
H -2.41 -4.19 -3.59
H -4.41 -3.37 -4.79
H -5.60 -1.33 -4.17
H -4.87 -0.16 -1.96
H -2.96 -1.09 -0.67
H -0.19 -2.45 -4.19
H 0.97 -3.81 -5.72
H 1.38 -6.32 -5.20
H 0.92 -7.12 -2.86
H 0.53 -5.49 -1.16
C 1.14 3.27 0.49
C 0.49 3.50 1.50
C -0.26 3.41 2.67
C 0.17 4.27 3.85
C -0.78 5.10 4.59
C -0.24 5.90 5.59
C 1.11 5.73 5.97
C 1.92 4.86 5.35
C 1.48 4.08 4.28
C -1.22 2.31 2.74
C -1.91 2.07 3.98
C -2.85 1.05 4.02
C -3.16 0.26 2.93
C -2.64 0.60 1.67
C -1.62 1.56 1.59
H -1.88 4.99 4.37
H -0.80 6.71 6.00
H 1.47 6.36 6.71
H 2.91 4.87 5.67
H 2.10 3.39 3.75
H -1.77 2.66 4.87
H -3.37 0.83 4.96
H -3.67 -0.67 3.09
H -2.99 0.30 0.75
H -1.20 1.84 0.64
N 6.79 0.26 -1.90
C 5.74 0.64 -1.15
C 4.42 0.19 -1.47
C 3.27 0.91 -0.98
N 3.55 1.97 -0.18
C 4.78 2.30 0.34
C 5.92 1.65 -0.13
H 6.50 -0.16 -2.77
H 7.62 0.87 -1.94
H 4.30 -0.62 -2.26
H 2.21 0.63 -1.18
H 4.81 3.09 1.04
H 6.85 1.93 0.36
C 0.20 4.38 -5.09
N -0.41 4.87 -3.84
C 0.15 4.68 -2.62
N -0.57 4.83 -1.48
S 1.92 4.36 -2.62
H -0.55 3.97 -5.76
H 1.06 3.66 -4.81
H 0.57 5.22 -5.74
H -1.43 5.18 -3.83
H -1.54 5.02 -1.63
H -0.08 4.71 -0.56
Cl 0.64 0.26 4.11
Ge 1.37 -1.72 3.66
Cl 1.30 -3.17 5.19
Cl 3.19 -1.58 2.59
```

No. 2
DFT (ωB97M-V/def2-TZVPD) results for a 14-piece molecular cluster, C25H78O14 overall.

Computed properties:
Spin multiplicity = 1
Frontier orbital gap = 10.237 eV
HOMO = -9.88 eV
DFT total energy = -2052.5998 Ha

```
117
C25H78O14 (ωB97M-V/def2-TZVPD)
O 17.60 12.89 11.74
H 17.03 12.50 12.44
H 17.34 12.50 10.88
O 11.78 16.51 14.13
H 11.13 15.81 14.10
H 11.74 17.01 15.00
O 18.90 14.84 13.71
H 18.53 14.43 12.90
H 18.64 14.28 14.47
O 14.12 15.66 13.10
H 13.48 16.31 13.37
H 14.99 15.97 13.48
C 13.88 13.13 10.86
C 14.21 11.95 9.97
C 14.86 12.37 8.64
O 15.10 11.09 10.68
H 13.24 13.90 10.43
H 14.83 13.67 11.07
H 13.37 12.80 11.77
H 13.28 11.44 9.80
H 15.77 12.98 8.79
H 14.06 12.97 8.15
H 15.10 11.57 7.95
H 14.94 11.05 11.65
C 19.59 15.33 17.33
C 19.31 13.86 17.11
C 18.96 13.21 18.47
O 18.21 13.74 16.24
H 18.77 15.74 17.91
H 19.71 15.81 16.37
H 20.51 15.44 17.90
H 20.16 13.31 16.67
H 19.61 13.47 19.32
H 18.91 12.12 18.47
H 18.04 13.67 18.76
H 17.67 12.91 16.38
C 16.61 17.94 11.83
C 16.54 18.12 13.34
C 15.26 18.87 13.78
O 16.49 16.90 14.05
H 15.65 17.62 11.34
H 17.40 17.22 11.64
H 16.89 18.94 11.46
H 17.38 18.75 13.64
H 15.11 19.80 13.27
H 15.27 19.05 14.86
H 14.41 18.26 13.41
H 17.17 16.23 13.87
C 13.00 12.31 16.41
C 13.46 13.56 15.75
C 14.85 14.01 16.18
O 13.39 13.30 14.35
H 11.94 12.13 16.10
H 12.94 12.41 17.50
H 13.50 11.36 16.19
H 12.76 14.31 16.07
H 14.95 13.93 17.25
H 15.01 15.08 15.99
H 15.58 13.51 15.55
H 13.74 14.10 13.84
C 15.95 7.61 19.22
C 15.04 8.86 19.37
C 13.63 8.58 18.91
O 15.07 9.13 20.79
H 15.92 7.42 18.15
H 15.62 6.77 19.80
H 17.00 7.91 19.40
H 15.43 9.83 18.99
H 13.71 8.25 17.84
H 12.98 9.41 18.95
H 13.26 7.79 19.55
H 14.46 9.90 20.83
C 12.91 9.79 12.99
C 14.24 9.70 13.76
O 14.99 10.89 13.49
H 12.30 10.63 13.34
H 12.24 8.92 12.91
H 13.18 10.12 11.96
H 14.78 8.84 13.38
H 14.12 9.54 14.80
H 14.44 11.62 13.92
C 9.60 12.14 12.45
C 10.24 13.44 12.69
O 10.72 13.55 14.03
H 10.26 11.26 12.38
H 9.06 12.16 11.53
H 8.90 11.87 13.25
H 9.51 14.28 12.61
H 11.00 13.70 11.99
H 11.67 13.48 14.16
C 9.80 14.69 17.36
C 8.96 15.24 16.22
O 8.98 16.71 16.32
H 10.89 14.88 17.25
H 9.67 13.57 17.45
H 9.53 15.10 18.30
H 7.91 14.91 16.18
H 9.40 14.88 15.29
H 8.97 16.94 15.38
C 11.81 17.50 18.93
C 12.59 17.68 17.59
O 11.63 18.12 16.56
H 11.12 18.33 19.05
H 12.50 17.56 19.77
H 11.20 16.61 18.96
H 13.06 16.76 17.29
H 13.35 18.49 17.59
H 10.80 17.62 16.72
C 19.76 10.03 14.66
C 19.60 9.48 16.04
O 18.26 9.62 16.56
H 19.46 11.07 14.66
H 19.00 9.51 14.12
H 20.73 9.88 14.22
H 20.24 10.03 16.80
H 19.82 8.36 16.04
H 17.63 9.14 15.99
```

No. 3
DFT (ωB97M-V/def2-TZVPD) results for C38H39N2O6PTi as an isolated structure.

Computed properties:
Net charge = +2
Spin multiplicity = 1
Frontier orbital gap = 7.659 eV
HOMO = -14.46 eV
DFT total energy = -3222.8716 Ha

```
87
C38H39N2O6PTi (ωB97M-V/def2-TZVPD)
Ti -0.20 -0.19 -0.08
O 1.85 -2.57 -1.09
C 0.68 -2.30 -1.19
O -0.06 -1.93 -0.18
C -0.05 -2.26 -2.53
C -1.56 -2.05 -2.28
C -2.34 -2.10 -3.59
C -1.99 -0.74 -4.22
C -1.03 -0.18 -3.17
O -1.58 -0.65 -1.92
C 0.32 -0.93 -3.25
C 1.36 -0.09 -2.49
O 2.41 0.25 -2.95
O 0.92 0.27 -1.30
H 0.21 -3.14 -3.12
H -1.97 -2.66 -1.47
H -3.41 -2.20 -3.41
H -2.03 -2.94 -4.21
H -2.87 -0.11 -4.33
H -1.51 -0.83 -5.19
H -0.93 0.91 -3.16
H 0.67 -1.09 -4.27
C -0.45 -2.00 3.84
C -1.03 -2.55 2.54
C -1.62 -3.95 2.74
C -2.12 -1.63 1.93
C -3.21 -1.26 2.96
O -3.04 0.14 3.14
C -2.17 0.58 2.26
N -1.60 -0.31 1.50
C -2.03 2.04 2.27
C -2.25 2.69 3.49
C -2.30 4.07 3.56
C -2.15 4.82 2.40
C -1.90 4.18 1.19
C -1.82 2.80 1.11
P -1.46 1.98 -0.49
C -0.54 3.29 -1.37
C 0.85 3.24 -1.22
C 1.65 4.19 -1.85
C 1.07 5.18 -2.62
C -0.31 5.25 -2.74
C -1.12 4.32 -2.12
C -3.13 1.82 -1.21
C -4.16 1.34 -0.40
C -5.42 1.11 -0.92
C -5.67 1.35 -2.26
C -4.65 1.82 -3.08
C -3.38 2.04 -2.56
H 0.39 -2.63 4.15
H -1.17 -2.02 4.66
H -0.08 -0.98 3.72
H -0.21 -2.63 1.81
H -2.44 -3.94 3.45
H -0.85 -4.62 3.12
H -1.98 -4.35 1.80
H -2.54 -2.13 1.05
H -3.09 -1.75 3.93
H -4.23 -1.43 2.60
H -2.38 2.09 4.38
H -2.49 4.55 4.50
H -2.22 5.89 2.44
H -1.77 4.78 0.30
H 1.30 2.47 -0.61
H 2.72 4.14 -1.74
H 1.70 5.91 -3.11
H -0.76 6.04 -3.32
H -2.19 4.41 -2.20
H -3.99 1.17 0.66
H -6.21 0.76 -0.28
H -6.65 1.18 -2.67
H -4.84 2.02 -4.12
H -2.60 2.40 -3.22
C 3.78 -0.08 4.76
C 2.95 0.06 3.55
C 1.94 1.03 3.44
C 1.13 1.05 2.33
N 1.23 0.17 1.32
C 2.25 -0.72 1.38
C 3.11 -0.79 2.45
H 3.66 0.76 5.44
H 4.83 -0.19 4.50
H 3.50 -0.99 5.28
H 1.79 1.75 4.23
H 0.36 1.81 2.24
H 2.37 -1.39 0.53
H 3.89 -1.53 2.45
```

No. 4
DFT (ωB97M-V/def2-TZVPD) results for one molecule with the formula C7H10N2S.

Computed properties:
Spin multiplicity = 1
Structure (SMILES) = C=Cc1nccn1[C@H](C)S
Frontier orbital gap = 9.334 eV
HOMO = -8.59 eV
DFT total energy = -780.3605 Ha

```
20
C7H10N2S (ωB97M-V/def2-TZVPD)
C 2.20 -0.25 -1.26
C 1.13 0.57 -1.24
C 0.90 -1.10 0.16
C -1.13 -2.37 0.75
C 0.15 -2.17 0.80
C -0.53 0.93 0.43
C -1.62 1.73 -0.39
N 2.08 -1.23 -0.34
N 0.34 0.08 -0.28
S 0.42 2.07 1.54
H 3.10 -0.10 -1.93
H 0.79 1.46 -1.67
H -1.78 -1.77 0.06
H -1.65 -3.06 1.30
H 0.73 -2.71 1.49
H -1.07 0.31 1.24
H -1.30 2.79 -0.42
H -2.57 1.62 0.30
H -1.80 1.24 -1.35
H 1.58 1.97 0.80
```

Look up the DFT total energy of the fourth one.
-780.3605 Ha